# 1
The following is a quantum chemistry calculation of a cluster of 2 separate species, C3H12NS in total, from the OMol25 dataset.

Geometry as XYZ:
```
17
Properties=species:S:1:pos:R:3:forces:R:3
C -1.6609 -1.6241 0.7101 -1.841 1.894 1.181
N -0.8518 -2.0510 -0.4450 0.195 -0.464 1.999
H -2.7491 -1.6089 0.5718 0.348 -0.575 -0.474
H -1.4620 -2.0717 1.6799 0.507 -0.904 -0.510
H -1.4369 -0.5700 0.9522 0.328 -0.127 -0.619
H 0.0465 -1.5806 -0.1801 0.689 0.444 -1.021
H -1.2271 -1.7517 -1.3408 0.282 -0.067 0.075
H -0.6401 -3.0513 -0.3764 -0.097 0.043 -0.568
C 0.2563 2.1306 -0.7576 -0.141 0.727 1.054
C 1.3162 1.6162 0.2028 2.444 -0.467 -0.822
S 1.6357 -0.2750 0.4708 -1.433 -0.301 -0.123
H -0.7691 2.1597 -0.3688 0.083 -0.540 -0.149
H 0.3327 1.6671 -1.7359 -0.159 -0.309 -0.022
H 0.4827 3.1944 -0.8989 0.042 -0.094 -0.125
H 2.2783 1.8123 -0.3073 -0.300 0.250 0.142
H 1.4754 2.0456 1.1862 -0.883 0.353 0.104
H 2.9733 -0.0417 0.6371 -0.062 0.136 -0.122
```
Forces are in eV/Å.

Calculated values
- E_LUMO (alpha / beta) (eV) = 0.00 / -0.03
- charge = 0
- HOMO-LUMO gap (alpha / beta) (eV) = 2.51 / 8.07
- 2S+1 = 2
- maximum force (hartree/bohr) = 0.05627
- DFT total energy (eV) = -15625.9981
- highest occupied orbital energy (alpha / beta) (eV) = -2.511 / -8.094
- <S²> = 0.752
- ΔE to the lowest compared entry with this formula, charge and spin (eV) = 1.600

=====

# 2
The following is a quantum chemistry calculation of a cluster of 2 separate species, C3H12NS in total, from the OMol25 dataset.

Geometry as XYZ:
```
17
Properties=species:S:1:pos:R:3:forces:R:3
N -2.3097 -0.1167 1.4557 0.316 -0.115 -0.454
H -3.0077 -0.8042 1.0885 0.223 0.762 0.846
H -1.8650 -0.4565 2.3468 -0.481 0.283 -1.118
H -1.6028 -0.0914 0.6392 -0.770 0.250 1.799
H -2.7163 0.8370 1.6180 0.234 -1.104 -0.259
C -1.4552 -0.9977 -1.2459 0.775 0.560 -0.119
C -0.0118 -0.4858 -1.3027 1.269 0.449 -1.524
C 0.3784 0.1676 0.0095 1.382 -1.007 2.064
S 2.1540 0.7362 0.2651 -0.479 -0.368 -1.102
H -1.7411 -1.4831 -2.1571 -0.289 -0.006 -0.558
H -2.1100 -0.1518 -1.0382 -0.383 0.100 -0.551
H -1.6035 -1.7278 -0.4711 0.151 -0.615 0.469
H 0.7099 -1.3097 -1.5136 -0.632 0.388 0.232
H 0.1386 0.2240 -2.2006 -0.412 -0.868 1.500
H 0.3327 -0.6081 0.8567 -0.419 0.814 -1.173
H -0.2241 1.0212 0.2944 -0.264 0.375 -0.253
H 1.9253 1.4839 1.3400 -0.222 0.103 0.199
```
Forces are in eV/Å.

Calculated values
- E_LUMO (eV) = -4.13
- charge = +1
- HOMO-LUMO gap (eV) = 8.32
- maximum force (hartree/bohr) = 0.05213
- DFT total energy (eV) = -15623.3593
- highest occupied orbital energy (eV) = -12.450
- ΔE to the lowest compared entry with this formula, charge and spin (eV) = 1.226

=====

# 3
The following is a quantum chemistry calculation of a cluster of 2 separate species, C3H12NS2 in total, from the OMol25 dataset.

Geometry as XYZ:
```
18
Properties=species:S:1:pos:R:3:forces:R:3
C -1.4919 0.0111 -2.2713 -0.793 -0.263 -1.686
C -0.0760 0.2111 -1.8854 0.773 0.796 1.761
C 0.8772 0.7511 -2.9426 -0.778 0.486 -0.419
N -0.1546 1.2453 -0.7307 1.330 -0.150 -0.285
H -2.0847 -0.3500 -1.4354 -0.114 0.154 0.084
H -1.9084 0.9656 -2.6901 0.133 -0.863 0.366
H -1.5478 -0.7708 -3.0617 -0.047 0.577 0.392
H 0.3473 -0.6395 -1.3515 -0.020 -0.301 -0.330
H 0.6096 1.8155 -3.2019 -0.044 -1.142 -0.212
H 0.8429 0.0657 -3.8214 0.074 0.786 0.503
H 1.8887 0.8215 -2.5770 0.415 -0.303 0.187
H -0.8087 0.9649 0.0147 -0.447 -0.053 0.085
H 0.7481 1.3065 -0.2222 -0.273 -0.084 -0.297
H -0.3717 2.1580 -1.1363 -0.243 0.045 0.398
S 1.0420 -1.0985 1.5774 4.445 -1.482 -0.613
S -0.6158 -0.0983 2.2767 -3.327 2.415 1.012
H 1.9140 -0.6673 2.5827 -0.752 -0.475 -1.051
H -1.2219 -1.0783 2.9450 -0.332 -0.142 0.103
```
Forces are in eV/Å.

Calculated values
- E_LUMO (alpha / beta) (eV) = 0.12 / 0.07
- charge = 0
- HOMO-LUMO gap (alpha / beta) (eV) = 3.13 / 8.28
- 2S+1 = 2
- maximum force (hartree/bohr) = 0.09189
- DFT total energy (eV) = -26462.8922
- highest occupied orbital energy (alpha / beta) (eV) = -3.015 / -8.209
- <S²> = 0.753
- ΔE to the lowest compared entry with this formula, charge and spin (eV) = 1.133

=====

# 4
The following is a quantum chemistry calculation of a cluster of 3 separate species, C3H12O2S2 in total, from the OMol25 dataset.

Geometry as XYZ:
```
19
Properties=species:S:1:pos:R:3:forces:R:3
C 0.5274 -1.5870 -0.2856 0.174 0.784 -0.717
C 0.8060 -1.4710 -1.7809 -1.232 -2.020 -0.554
C -0.3386 -0.4150 0.2028 -0.466 2.234 -3.697
S -0.8917 -0.5184 1.7927 -3.089 -0.829 2.124
S 0.8796 -0.0204 2.9366 2.282 2.150 0.342
H 1.4137 -1.4972 0.3278 0.362 -0.582 0.139
H 0.0443 -2.5638 -0.2601 -0.114 0.152 1.299
H 0.7272 -0.4441 -2.0446 0.659 0.813 -0.830
H 1.6447 -2.0860 -2.1873 -0.105 1.043 0.489
H -0.0763 -2.0033 -2.2505 0.652 0.854 0.090
H -1.3060 -0.2696 -0.4265 1.524 -0.575 0.626
H 0.1490 0.6773 0.0554 -0.312 -2.500 0.057
H 1.2072 1.3533 2.5811 -0.298 -1.432 0.588
H 4.9864 1.1786 1.9475 0.404 -0.107 3.071
H 4.2661 1.6909 3.2381 1.411 -1.143 -0.269
O 5.1120 1.1954 2.9832 -1.860 1.160 -2.772
H -6.2763 1.7091 -1.6919 -0.131 0.566 -0.516
H -6.1472 2.6591 -2.9410 -0.265 -0.369 0.687
O -6.7277 2.4120 -2.1968 0.406 -0.201 -0.158
```
Forces are in eV/Å.

Calculated values
- E_LUMO (alpha / beta) (eV) = 2.64 / 2.61
- charge = -1
- HOMO-LUMO gap (alpha / beta) (eV) = 2.73 / 6.48
- 2S+1 = 2
- maximum force (hartree/bohr) = 0.08449
- DFT total energy (eV) = -29069.6486
- highest occupied orbital energy (alpha / beta) (eV) = -0.090 / -3.875
- <S²> = 0.754
- ΔE to the lowest compared entry with this formula, charge and spin (eV) = 1.522